{
  "formula": "C4H6O2",
  "method": "ωB97M-V with the def2-TZVPD basis set",
  "total_energy_ev": -8335.611,
  "e_lumo_ev": 1.128,
  "relative_energy_ev": 4.850,
  "orbital_gap_ev": 10.3165,
  "spin_multiplicity": 1,
  "elements": ["C", "O", "C", "C", "C", "O", "H", "H", "H", "H", "H", "H"],
  "positions_angstrom": [[1.575, 0.425, -0.566], [1.111, 0.891, 0.653], [0.768, -0.456, 0.461], [-0.673, -0.677, 0.106], [-1.714, 0.287, 0.498], [-1.228, 0.242, -0.833], [1.045, 0.572, -1.490], [2.676, 0.405, -0.599], [1.594, -1.097, 0.126], [-0.972, -1.716, -0.038], [-1.437, 1.171, 1.070], [-2.747, -0.048, 0.613]],
  "forces_ev_per_a": [[-0.24, 1.01, -0.49], [0.32, 0.23, 0.40], [0.43, 0.02, -1.97], [0.25, -0.17, -0.01], [-0.07, -0.03, 0.25], [-0.14, 0.01, -0.26], [-0.26, 0.80, -0.03], [-0.52, -0.45, -0.15], [-0.18, -1.44, 2.37], [0.11, 0.17, -0.04], [0.03, -0.15, -0.14], [0.28, -0.01, 0.05]],
  "mulliken_charge": [-0.464, -0.345, -0.125, 0.024, -0.399, -0.431, 0.244, 0.323, 0.336, 0.361, 0.217, 0.257]
}

***

{
  "formula": "C32H90N2O14",
  "method": "ωB97M-V with the def2-TZVPD basis set",
  "total_energy_ev": -66283.621,
  "e_lumo_ev": 0.397,
  "relative_energy_ev": 0.000,
  "orbital_gap_ev": 8.8050,
  "spin_multiplicity": 1,
  "elements": ["C", "O", "C", "C", "N", "C", "C", "O", "C", "H", "H", "H", "H", "H", "H", "H", "H", "H", "H", "H", "H", "H", "H", "H", "C", "O", "C", "C", "N", "C", "C", "O", "C", "H", "H", "H", "H", "H", "H", "H", "H", "H", "H", "H", "H", "H", "H", "H", "C", "C", "O", "H", "H", "H", "H", "H", "H", "C", "C", "O", "H", "H", "H", "H", "H", "H", "C", "C", "O", "H", "H", "H", "H", "H", "H", "C", "C", "O", "H", "H", "H", "H", "H", "H", "C", "C", "O", "H", "H", "H", "H", "H", "H", "C", "C", "O", "H", "H", "H", "H", "H", "H", "C", "C", "O", "H", "H", "H", "H", "H", "H", "C", "C", "O", "H", "H", "H", "H", "H", "H", "C", "C", "O", "H", "H", "H", "H", "H", "H", "C", "C", "O", "H", "H", "H", "H", "H", "H"],
  "positions_angstrom": [[2.304, 5.984, -0.431], [1.293, 5.285, -1.108], [1.660, 3.958, -1.411], [0.542, 3.314, -2.166], [0.302, 4.017, -3.409], [-0.700, 3.361, -4.216], [-1.023, 4.158, -5.421], [-1.711, 5.315, -5.020], [-2.000, 6.146, -6.104], [3.252, 5.945, -0.984], [2.493, 5.537, 0.557], [1.952, 7.003, -0.315], [1.908, 3.409, -0.488], [2.539, 3.912, -2.079], [-0.357, 3.315, -1.531], [0.758, 2.257, -2.345], [-0.026, 4.950, -3.179], [-1.637, 3.189, -3.659], [-0.380, 2.372, -4.564], [-1.659, 3.564, -6.103], [-0.118, 4.411, -5.993], [-2.512, 5.587, -6.901], [-1.084, 6.577, -6.532], [-2.638, 6.953, -5.757], [1.453, -7.976, -0.534], [0.672, -6.808, -0.531], [1.400, -5.702, -0.982], [0.541, -4.474, -0.842], [-0.631, -4.557, -1.706], [-1.620, -3.528, -1.430], [-2.817, -3.682, -2.339], [-3.645, -4.686, -1.789], [-4.766, -4.908, -2.582], [1.986, -8.082, -1.487], [0.799, -8.828, -0.374], [2.198, -7.946, 0.273], [1.779, -5.827, -2.011], [2.315, -5.565, -0.376], [1.099, -3.568, -1.085], [0.261, -4.445, 0.221], [-1.047, -5.479, -1.628], [-1.145, -2.552, -1.501], [-1.990, -3.610, -0.390], [-2.461, -4.021, -3.326], [-3.379, -2.742, -2.462], [-5.485, -4.081, -2.502], [-5.249, -5.833, -2.272], [-4.489, -5.032, -3.641], [-1.314, 0.105, 5.445], [0.075, -0.429, 5.653], [0.478, -0.164, 7.015], [-1.606, 0.038, 4.387], [-1.382, 1.167, 5.678], [-2.036, -0.479, 6.013], [0.796, 0.110, 5.035], [0.128, -1.499, 5.453], [0.244, -0.928, 7.548], [-0.664, 3.195, 3.136], [0.268, 3.708, 4.223], [-0.522, 4.119, 5.326], [-0.112, 3.018, 2.209], [-1.402, 3.966, 2.910], [-1.124, 2.259, 3.445], [0.890, 4.511, 3.794], [0.978, 2.912, 4.493], [0.038, 4.443, 6.037], [-4.175, 1.398, 3.055], [-5.514, 2.100, 3.036], [-6.138, 2.112, 4.340], [-4.254, 0.383, 3.468], [-3.428, 1.803, 3.748], [-3.689, 1.350, 2.078], [-6.188, 1.568, 2.356], [-5.391, 3.129, 2.697], [-6.756, 1.382, 4.403], [3.455, -2.149, 2.695], [4.452, -1.036, 2.512], [5.435, -1.081, 3.576], [2.771, -2.007, 3.526], [3.966, -3.114, 2.734], [2.831, -2.244, 1.797], [3.954, -0.055, 2.536], [4.947, -1.108, 1.536], [6.263, -0.723, 3.247], [-4.347, 2.000, -0.720], [-4.431, 3.450, -0.332], [-5.773, 3.888, -0.362], [-4.997, 1.471, -0.010], [-3.365, 1.552, -0.566], [-4.716, 1.804, -1.726], [-3.818, 4.051, -1.016], [-3.965, 3.586, 0.656], [-5.777, 4.843, -0.254], [-0.209, -3.892, 3.812], [-1.067, -2.979, 2.952], [-0.214, -2.666, 1.850], [0.005, -4.801, 3.252], [-0.769, -4.195, 4.707], [0.691, -3.403, 4.170], [-1.335, -2.064, 3.499], [-1.998, -3.447, 2.616], [-0.633, -1.973, 1.301], [4.015, -2.963, -0.875], [5.460, -3.054, -1.296], [5.747, -4.441, -1.492], [3.692, -3.895, -0.430], [3.345, -2.712, -1.708], [3.816, -2.091, -0.245], [6.127, -2.717, -0.496], [5.707, -2.517, -2.213], [6.634, -4.643, -1.188], [0.818, 0.734, 0.288], [-0.587, 0.531, 0.830], [-1.291, -0.531, 0.215], [1.230, -0.233, -0.013], [1.473, 1.182, 1.037], [0.840, 1.379, -0.597], [-1.200, 1.441, 0.838], [-0.513, 0.216, 1.877], [-1.395, -0.382, -0.750], [0.248, -0.549, -3.235], [-1.220, -0.529, -3.562], [-1.925, 0.039, -2.438], [0.799, -0.888, -4.113], [0.448, -1.213, -2.397], [0.590, 0.462, -3.002], [-1.556, -1.556, -3.737], [-1.399, 0.077, -4.453], [-2.866, 0.068, -2.643], [5.080, 0.498, -1.446], [4.634, 1.882, -1.779], [5.646, 2.797, -1.391], [5.284, 0.331, -0.393], [5.941, 0.217, -2.062], [4.335, -0.219, -1.815], [3.705, 2.093, -1.234], [4.396, 1.949, -2.847], [5.448, 3.668, -1.748]],
  "forces_ev_per_a": [[0.11, -0.32, 0.22], [-0.07, -0.20, -0.23], [0.55, -0.09, -0.05], [-0.70, -0.04, 0.31], [0.24, -0.26, -0.03], [-0.29, -0.48, 0.30], [-0.34, 0.03, -0.92], [0.04, 0.02, 0.28], [0.08, 0.23, -0.45], [-0.07, 0.20, -0.07], [-0.06, 0.11, -0.04], [0.16, 0.14, 0.03], [-0.11, 0.05, -0.09], [0.03, 0.35, 0.26], [-0.12, -0.06, 0.11], [0.20, 0.30, -0.23], [0.09, 0.02, -0.11], [-0.02, -0.01, 0.02], [0.36, 0.06, 0.24], [0.01, 0.09, 0.12], [0.04, 0.09, 0.18], [-0.05, 0.09, 0.06], [-0.07, -0.03, 0.03], [-0.06, 0.03, 0.03], [0.26, 0.00, 0.10], [-0.24, -0.22, -0.17], [0.98, 0.67, -0.16], [-0.56, -0.49, 0.30], [0.26, 0.13, -0.41], [-0.10, -0.50, 0.70], [0.28, -0.05, -0.12], [0.30, 0.03, 0.19], [-0.44, -0.20, -0.56], [-0.07, -0.12, 0.02], [-0.07, -0.04, -0.03], [-0.02, -0.01, -0.08], [-0.37, -0.18, 0.01], [-0.23, -0.09, 0.09], [0.10, 0.00, 0.04], [0.00, 0.35, -0.07], [-0.03, 0.07, 0.14], [-0.02, 0.10, -0.23], [0.02, 0.21, -0.15], [-0.11, 0.21, 0.00], [0.03, -0.05, 0.11], [0.01, -0.02, -0.04], [0.00, 0.03, 0.19], [-0.04, 0.08, 0.09], [-0.38, 0.03, -0.91], [0.20, 0.50, 0.89], [0.11, -0.27, -0.33], [0.05, -0.18, 0.10], [0.04, -0.06, 0.36], [-0.11, 0.17, 0.14], [0.01, -0.19, -0.12], [0.10, 0.01, -0.18], [-0.01, 0.06, 0.03], [0.34, 0.27, 0.03], [0.39, -0.31, -0.53], [0.02, 0.03, -0.15], [0.10, -0.05, 0.12], [-0.21, -0.19, 0.11], [-0.25, 0.10, -0.04], [-0.26, 0.16, 0.32], [-0.18, 0.05, 0.18], [0.09, -0.06, -0.05], [0.80, -0.70, 0.78], [-0.26, -0.49, 0.49], [0.46, 0.39, -0.37], [-0.35, -0.07, -0.49], [-0.36, 0.68, -0.13], [-0.22, -0.04, -0.07], [0.13, 0.27, -0.21], [-0.23, 0.02, 0.10], [0.03, -0.08, -0.09], [-0.16, -0.41, -0.90], [0.40, 0.49, 0.47], [-0.43, -0.15, -0.45], [0.20, -0.02, 0.26], [0.03, 0.07, 0.43], [-0.09, 0.28, 0.14], [0.01, -0.16, 0.00], [0.00, -0.16, 0.11], [-0.04, 0.08, 0.00], [-0.74, -0.60, 0.76], [1.16, 0.47, -0.27], [-0.14, -0.14, 0.06], [-0.06, -0.16, -0.29], [0.18, 0.31, -0.19], [0.06, 0.10, -0.06], [-0.07, 0.03, -0.08], [-0.28, -0.05, 0.04], [-0.06, -0.01, 0.02], [-1.21, -0.34, 0.59], [0.98, 0.30, -0.08], [-0.51, 0.64, -0.27], [0.31, 0.05, 0.01], [0.04, -0.02, -0.11], [0.19, 0.05, -0.31], [0.00, -0.11, -0.03], [0.09, -0.17, 0.04], [0.08, -0.41, 0.04], [-0.75, 1.32, -0.73], [0.64, -0.70, 0.49], [-0.10, -0.39, -0.30], [-0.02, 0.04, 0.29], [0.21, -0.60, -0.22], [0.29, -0.34, 0.48], [-0.15, 0.38, -0.04], [-0.17, 0.22, 0.04], [0.08, 0.09, -0.06], [-0.04, 0.14, -0.43], [-0.05, -0.20, 0.66], [-0.05, -0.15, -0.57], [0.05, -0.01, 0.20], [0.00, -0.02, 0.04], [-0.10, -0.19, 0.21], [0.18, 0.07, -0.21], [0.04, 0.14, -0.01], [-0.06, 0.09, 0.48], [0.04, 0.27, -0.20], [-0.09, -0.03, 0.24], [0.15, -0.12, -0.39], [0.07, -0.12, 0.09], [0.12, -0.02, 0.06], [0.03, -0.19, 0.05], [-0.16, 0.10, -0.09], [-0.11, -0.04, -0.01], [0.04, 0.01, 0.10], [0.11, -1.00, -1.08], [-0.49, 0.28, 0.26], [0.13, 0.07, -0.10], [0.01, 0.07, 0.07], [0.31, 0.26, 0.38], [-0.22, 0.16, 0.46], [0.02, 0.06, -0.02], [0.16, 0.08, 0.01], [-0.05, -0.02, 0.02]],
  "mulliken_charge": [-0.722, -0.388, -0.658, 1.539, -0.338, 0.164, -0.911, -0.261, -0.787, 0.289, 0.220, 0.306, 0.414, 0.261, 0.342, -1.422, 0.337, 0.079, 0.100, 0.441, 0.391, 0.309, 0.313, 0.231, -0.792, -0.317, -0.890, 0.369, -0.356, 1.366, -0.974, -0.342, -0.757, 0.327, 0.264, 0.285, 0.380, 0.441, -0.199, -0.147, 0.392, -0.880, -0.029, 0.451, 0.433, 0.278, 0.271, 0.302, -0.528, -0.025, -0.584, -0.255, 0.368, 0.373, 0.104, 0.190, 0.338, 0.180, -0.579, -0.543, -0.039, 0.326, -0.338, 0.417, 0.270, 0.301, -0.247, -0.417, -0.572, 0.304, 0.136, -0.018, 0.319, 0.182, 0.323, -0.526, 0.379, -0.581, 0.173, 0.357, -0.068, 0.103, -0.147, 0.309, -0.468, -0.083, -0.552, 0.229, -0.224, 0.396, 0.419, -0.015, 0.311, -1.359, 0.488, 0.227, 0.411, 0.386, 0.122, -0.290, 0.347, -0.101, 0.179, -0.635, -0.550, 0.113, 0.326, -0.225, 0.336, 0.215, 0.311, 0.410, -0.032, -0.514, 0.019, 0.709, -1.070, 0.281, -0.059, -0.006, -0.245, -0.479, -0.293, 0.563, -0.365, -0.346, 0.243, 0.609, 0.096, -0.874, 0.274, -0.560, 0.241, 0.414, 0.143, -0.193, 0.302, 0.308]
}

***

{
  "formula": "C5H14AlOTm",
  "method": "ωB97M-V with the def2-TZVPD basis set",
  "total_energy_ev": -43564.196,
  "e_lumo_ev": [-9.681, -10.321],
  "relative_energy_ev": 0.000,
  "charge": 2,
  "s2": 2.006,
  "orbital_gap_ev": [6.0845, 5.2870],
  "spin_multiplicity": 3,
  "elements": ["C", "O", "C", "C", "C", "C", "Al", "H", "H", "H", "H", "H", "H", "H", "H", "H", "H", "H", "H", "H", "H", "Tm"],
  "positions_angstrom": [[2.675, -1.213, 0.433], [2.970, 0.125, 0.067], [2.045, 0.755, -0.752], [0.783, 1.233, 0.026], [-0.502, 0.366, -0.270], [-1.388, 0.632, 0.889], [-3.123, -0.696, 0.555], [1.940, -1.251, 1.246], [3.605, -1.656, 0.773], [2.299, -1.770, -0.434], [1.756, 0.117, -1.603], [2.539, 1.648, -1.140], [0.540, 2.269, -0.198], [1.017, 1.178, 1.090], [-0.210, -0.677, -0.399], [-0.939, 0.744, -1.214], [-1.033, 0.314, 1.867], [-1.897, 1.594, 0.920], [-4.155, 0.245, -0.258], [-2.625, -1.669, -0.766], [-3.339, -1.567, 1.823], [-2.956, -0.721, -2.657]],
  "forces_ev_per_a": [[-0.05, 0.21, -0.16], [-0.05, -0.01, -0.07], [0.00, 0.01, 0.05], [-0.03, 0.03, 0.00], [0.05, 0.03, -0.02], [0.11, 0.15, 0.00], [-0.20, -0.37, 0.20], [0.00, -0.01, -0.01], [-0.03, -0.05, 0.05], [0.03, -0.07, 0.03], [0.03, 0.00, 0.04], [-0.02, -0.05, -0.01], [0.03, 0.04, 0.01], [0.04, 0.00, -0.01], [0.05, -0.02, 0.15], [0.04, 0.00, -0.03], [-0.06, -0.22, -0.02], [-0.07, 0.02, -0.02], [0.28, 0.04, -0.57], [0.16, 0.15, -0.14], [0.02, 0.07, 0.05], [-0.32, 0.07, 0.49]],
  "lowdin_spin": [0.003, 0.035, 0.036, 0.094, 0.098, 0.462, 0.141, 0.002, 0.000, 0.001, 0.000, 0.009, 0.000, 0.002, 0.005, 0.001, 0.019, 0.023, 0.018, -0.002, 0.048, 1.004]
}

***

{
  "formula": "CH2IN",
  "method": "ωB97M-V with the def2-TZVPD basis set",
  "total_energy_ev": -10659.167,
  "e_lumo_ev": 0.879,
  "relative_energy_ev": 0.000,
  "orbital_gap_ev": 10.5603,
  "spin_multiplicity": 1,
  "elements": ["C", "N", "H", "I", "H"],
  "positions_angstrom": [[1.744, 0.093, 0.099], [0.642, 0.395, 0.148], [2.782, -0.070, 0.100], [-3.319, -0.003, 0.120], [-1.849, -0.416, -0.467]],
  "forces_ev_per_a": [[-0.48, 0.45, 0.15], [-0.15, -0.19, -0.10], [0.64, -0.29, -0.07], [0.51, -0.18, -0.24], [-0.52, 0.21, 0.26]],
  "mulliken_charge": [0.002, -0.271, 0.275, -0.112, 0.105]
}

***

{
  "formula": "C4H8O",
  "method": "ωB97M-V with the def2-TZVPD basis set",
  "total_energy_ev": -6323.376,
  "e_lumo_ev": 0.836,
  "relative_energy_ev": 1.792,
  "orbital_gap_ev": 9.0600,
  "spin_multiplicity": 1,
  "elements": ["C", "C", "C", "C", "O", "H", "H", "H", "H", "H", "H", "H", "H"],
  "positions_angstrom": [[-2.046, -0.099, 0.311], [-0.852, -0.233, -0.409], [0.478, 0.077, -0.168], [1.616, -0.128, -1.038], [0.748, 0.314, 1.202], [-1.881, -0.215, 1.410], [-2.577, 0.861, 0.422], [-2.801, -0.896, 0.153], [-0.932, -0.468, -1.501], [2.407, -0.656, -0.453], [0.969, -0.468, -1.893], [2.058, 0.858, -1.301], [1.594, 0.766, 1.370]],
  "forces_ev_per_a": [[-2.94, -0.32, 4.46], [5.10, 0.77, -4.21], [-3.62, -0.58, 4.01], [-0.41, 1.31, -0.70], [0.28, 0.49, -0.45], [0.42, -0.25, -0.48], [0.24, 0.04, -1.14], [0.41, 0.54, -0.52], [-0.33, -0.06, 0.87], [-0.69, -0.51, -1.25], [2.18, -0.62, -0.05], [-0.19, -0.50, -0.06], [-0.45, -0.30, -0.48]],
  "mulliken_charge": [-1.114, -0.106, 0.662, -1.016, -0.538, 0.282, 0.277, 0.301, 0.101, 0.330, 0.228, 0.287, 0.307]
}

***

{
  "formula": "C8H8F4P",
  "method": "ωB97M-V with the def2-TZVPD basis set",
  "total_energy_ev": -28576.405,
  "e_lumo_ev": -5.402,
  "relative_energy_ev": 0.729,
  "charge": 1,
  "orbital_gap_ev": 8.1501,
  "spin_multiplicity": 1,
  "elements": ["C", "C", "C", "C", "C", "C", "C", "C", "F", "F", "F", "F", "P", "H", "H", "H", "H", "H", "H", "H", "H"],
  "positions_angstrom": [[0.831, -0.441, -2.121], [1.691, -0.008, -1.074], [-1.251, -0.299, -0.788], [-0.355, -0.100, 0.325], [-0.564, -0.595, -1.951], [0.958, 0.061, 0.054], [-2.702, -0.556, -0.676], [-0.905, -0.119, 1.716], [-1.217, -0.763, -3.097], [1.925, 0.447, 1.478], [4.303, 1.103, 1.411], [2.599, 2.549, 2.027], [3.198, 1.186, 2.519], [1.167, -0.584, -3.189], [2.732, 0.322, -1.022], [-3.118, 0.137, -0.047], [-3.134, -0.576, -1.593], [-3.045, -1.489, -0.272], [-0.141, -0.361, 2.557], [-1.369, 0.910, 2.055], [-1.601, -0.824, 1.692]],
  "forces_ev_per_a": [[0.67, 0.19, -0.90], [-0.31, -0.34, -0.19], [2.11, -1.79, 0.65], [-0.72, 0.63, 0.91], [1.47, 1.59, -0.59], [-0.68, 0.11, -0.19], [1.48, -0.76, 1.29], [3.01, 4.30, 2.31], [-0.42, -0.57, 0.08], [-0.01, -0.80, 0.04], [-0.27, -0.32, 0.77], [0.54, -0.05, 1.05], [-0.87, 0.90, -2.58], [-0.04, 0.34, 1.46], [-0.31, -0.48, -0.88], [-1.35, 2.05, 1.27], [-1.29, 0.56, -2.88], [0.66, -0.96, 0.56], [-1.18, 0.26, -1.75], [0.74, -1.94, -0.92], [-3.24, -2.90, 0.50]],
  "mulliken_charge": [-0.341, -0.844, 0.613, 0.346, 0.206, 1.086, -1.841, -1.540, -0.275, -0.026, -0.155, -0.174, 0.623, 0.388, 0.445, 0.477, 0.488, 0.411, 0.302, 0.306, 0.505]
}